Below is a molecular structure, C16H22HfN8SSe5, with properties calculated with ωB97M-V/def2-TZVPD.

```
53
Properties=species:S:1:pos:R:3
Hf 0.31775 0.06477 0.78403
C 1.86997 3.85604 -1.25961
C 1.07245 2.78649 -0.60176
N 1.58091 1.72303 -0.06024
N 2.95356 1.59452 -0.15546
C 3.45932 0.75492 0.71305
N 4.77924 0.52328 0.64742
S 2.58430 -0.06697 1.98502
C -0.39213 2.92340 -0.48593
C -1.05284 4.09266 -0.82772
C -2.42274 4.17595 -0.61491
C -3.08541 3.08933 -0.07303
C -2.36256 1.94808 0.23282
N -1.04352 1.86051 0.03154
H 2.90788 3.55720 -1.36118
H 1.82490 4.76781 -0.65994
H 1.44947 4.08770 -2.23764
H 5.34313 1.09408 0.03602
H 5.23515 0.00280 1.37935
H -0.50680 4.92914 -1.23180
H -2.95700 5.08246 -0.86013
H -4.14601 3.11376 0.12018
H -2.84393 1.07631 0.65430
Se -1.65415 -1.33151 -0.49982
Se -1.63550 -2.24518 1.67039
Se -2.45351 -0.52147 2.97725
Se -0.46355 0.72081 3.17731
Se 2.14322 -0.57693 -2.42882
N 1.49521 -1.19090 -0.85767
C 2.03527 -2.39455 -0.65368
C 1.80778 -3.23374 0.47381
C 2.43523 -4.43485 0.52702
C 3.30803 -4.89305 -0.51335
C 3.54542 -4.13165 -1.60673
C 2.90780 -2.85435 -1.69947
N 3.07471 -2.02303 -2.71588
H 1.16021 -2.91718 1.28604
H 2.27942 -5.07241 1.38508
H 3.77800 -5.85922 -0.41054
H 4.19689 -4.44837 -2.40601
N -2.97941 -2.33548 -3.49480
C -2.68365 -1.25021 -4.50450
C -1.37843 -0.52211 -4.16689
N -1.48925 0.62886 -3.29494
H -3.90393 -2.75417 -3.63812
H -2.91926 -1.97872 -2.51697
H -2.28470 -3.08588 -3.55802
H -3.53438 -0.57160 -4.49058
H -2.64209 -1.74364 -5.47359
H -0.92812 -0.19535 -5.10405
H -0.67067 -1.23703 -3.73047
H -2.03673 0.45336 -2.45989
H -1.90099 1.41866 -3.77940
```

Calculated values
* LUMO level: -6.49 eV
* net charge: +2
* HOMO-LUMO gap: 0.2451 Ha
* E: -367733.72781 eV
* ΔE to the lowest compared entry with this formula, charge and spin: 0.160 eV